{
  "formula": "C3H6NO2",
  "method": "ωB97M-V/def2-TZVPD",
  "smiles": "CO[N+]1=C(O)C1",
  "gap_ha": 0.409,
  "total_charge": 1,
  "de_lowest_kcal_mol": 122.1,
  "elements": ["C", "O", "N", "C", "O", "C", "H", "H", "H", "H", "H", "H"],
  "xyz": [[1.575, -0.648, -0.075], [0.265, -1.208, -0.038], [-0.775, -0.367, 0.128], [-2.012, -0.077, 0.063], [-3.352, -0.379, -0.095], [-1.125, 1.052, 0.151], [1.857, -0.197, 0.794], [1.572, 0.099, -0.821], [2.163, -1.553, -0.200], [-3.740, -1.305, 0.086], [-1.109, 1.739, -0.622], [-1.009, 1.535, 1.171]],
  "forces_ev_per_angstrom": [[-0.57, -0.90, -1.15], [-2.08, -1.30, 0.30], [0.15, 0.12, -0.84], [-3.66, -2.75, -0.22], [2.95, -0.27, 0.80], [-0.39, 1.51, 3.91], [0.48, 1.06, 2.82], [0.62, 0.40, -1.36], [0.23, 0.33, -0.57], [1.60, 1.48, -0.36], [0.72, 0.85, -2.08], [-0.06, -0.53, -1.26]]
}


{
  "formula": "C3H6NO2S",
  "method": "ωB97M-V/def2-TZVPD",
  "gap_ha": [0.205, 0.205],
  "total_charge": -1,
  "de_lowest_kcal_mol": 102.4,
  "elements": ["C", "C", "C", "N", "O", "O", "S", "H", "H", "H", "H", "H", "H"],
  "xyz": [[1.213, 0.063, -0.144], [0.626, -1.310, 0.147], [-0.963, 0.649, 0.560], [0.240, 1.080, 0.254], [0.590, 2.338, 0.148], [-2.305, 0.535, -0.960], [-0.914, -1.028, 1.106], [2.124, 0.256, 0.437], [1.456, 0.178, -1.206], [0.359, -1.844, -0.764], [1.281, -1.934, 0.754], [-1.646, 1.305, 1.066], [-2.061, -0.287, -1.397]],
  "forces_ev_per_angstrom": [[0.06, 0.29, 0.26], [-0.40, -0.16, 0.18], [0.03, -0.25, -0.45], [-0.49, -0.77, -0.06], [0.34, 0.76, -0.17], [0.36, 0.22, 0.55], [0.09, -0.33, -0.10], [-0.06, 0.02, -0.09], [-0.06, 0.09, 0.10], [0.07, 0.03, 0.02], [0.06, -0.01, -0.11], [-0.02, 0.22, -0.13], [0.02, -0.12, -0.01]]
}


{
  "formula": "C3H6NO3",
  "method": "ωB97M-V/def2-TZVPD",
  "gap_ha": 0.332,
  "total_charge": -1,
  "de_lowest_kcal_mol": 8.0,
  "elements": ["C", "C", "N", "O", "H", "H", "H", "H", "H", "O", "C", "O", "H"],
  "xyz": [[-0.645, 0.382, -1.662], [-0.522, 1.646, -0.879], [0.104, 1.380, 0.297], [-0.891, 2.746, -1.263], [0.308, -0.151, -1.710], [-1.057, 0.578, -2.685], [-1.308, -0.300, -1.100], [0.313, 2.210, 0.844], [0.516, 0.370, 0.445], [0.912, -3.048, 1.570], [0.386, -1.941, 1.462], [0.672, -1.111, 0.491], [-0.353, -1.585, 2.213]],
  "forces_ev_per_angstrom": [[-0.99, -0.64, -1.30], [1.13, -0.65, 0.85], [0.13, 0.62, -0.26], [-0.31, 0.44, -0.06], [-0.16, 0.18, -0.08], [0.33, -0.16, 0.87], [0.19, 0.22, -0.39], [0.05, -0.44, -0.02], [-0.82, 0.89, 0.35], [-0.60, -0.10, 0.66], [1.58, 0.88, -2.23], [-0.48, -1.22, 1.64], [-0.04, -0.03, -0.02]]
}


{
  "formula": "C3H6NO3",
  "method": "ωB97M-V/def2-TZVPD",
  "gap_ha": 0.161,
  "total_charge": -1,
  "de_lowest_kcal_mol": 194.4,
  "elements": ["O", "C", "O", "C", "C", "O", "N", "H", "H", "H", "H", "H", "H"],
  "xyz": [[2.008, 0.959, -1.473], [1.046, 1.247, -0.768], [0.287, 2.223, -0.836], [0.608, 0.369, 0.489], [-0.732, -0.321, 0.339], [-1.520, -2.242, -1.428], [0.994, 0.041, 1.876], [0.449, 1.274, 1.230], [-0.745, -1.327, 0.793], [-1.398, 0.383, 0.811], [-1.067, -0.536, -0.706], [2.021, -0.130, 1.907], [-1.951, -1.941, -2.234]],
  "forces_ev_per_angstrom": [[-0.13, -0.66, 0.55], [1.72, 0.32, -0.45], [-0.57, -0.17, 0.78], [-1.31, -2.94, 1.37], [0.46, 0.27, -0.05], [0.04, 0.25, 0.18], [0.44, 0.28, -3.73], [0.25, 0.79, 1.55], [0.08, 0.76, 0.03], [-1.09, -0.13, -0.01], [0.13, -0.18, -0.20], [0.04, 1.40, 0.14], [-0.05, 0.00, -0.15]]
}


{
  "formula": "C3H6NO3",
  "method": "ωB97M-V/def2-TZVPD",
  "gap_ha": [0.314, 0.314],
  "total_charge": 1,
  "de_lowest_kcal_mol": 192.3,
  "elements": ["C", "C", "C", "N", "O", "O", "O", "H", "H", "H", "H", "H", "H"],
  "xyz": [[-1.314, 0.681, 0.056], [-0.220, -0.356, -0.690], [0.692, -0.661, 0.377], [-2.422, -1.355, 0.050], [-3.112, -2.205, 0.312], [-2.377, -0.173, 0.490], [-0.899, -1.369, -1.199], [-0.819, 1.229, 0.827], [-1.753, 1.437, -0.734], [0.215, 0.262, -1.476], [0.214, -0.620, 1.312], [1.411, 0.072, 0.239], [1.236, -1.599, 0.338]],
  "forces_ev_per_angstrom": [[-0.76, 0.93, -4.66], [-1.66, 1.07, 0.40], [1.51, -1.75, 0.52], [3.71, -0.97, -2.94], [-0.89, -0.20, 0.31], [-0.50, 1.94, 1.74], [-2.90, -0.68, 0.78], [-0.05, -0.24, 0.96], [0.58, -1.65, 1.64], [-0.33, 0.12, -0.51], [-0.26, 0.14, 1.44], [1.74, 1.63, 0.80], [-0.20, -0.32, -0.46]]
}


{
  "formula": "C3H6NO3P",
  "method": "ωB97M-V/def2-TZVPD",
  "gap_ha": 0.189,
  "total_charge": -2,
  "de_lowest_kcal_mol": 99.2,
  "elements": ["C", "C", "C", "N", "O", "O", "O", "P", "H", "H", "H", "H", "H", "H"],
  "xyz": [[-0.448, 1.162, -0.377], [-0.581, 0.063, 0.449], [0.483, -0.996, 0.318], [-0.872, 0.668, -2.496], [-1.030, 1.916, -4.920], [-2.469, 0.773, -2.859], [-1.864, 3.290, -2.923], [-1.418, 1.928, -3.423], [-1.267, 1.932, -0.235], [0.348, 1.571, -0.837], [-1.513, -0.244, 0.685], [0.119, -2.004, 0.364], [1.332, -0.966, 1.094], [0.929, -0.645, -0.706]],
  "forces_ev_per_angstrom": [[-5.21, -0.26, 2.53], [3.64, 1.39, -1.37], [1.98, 1.82, -0.80], [0.10, 0.73, 0.10], [-0.31, -0.14, 1.62], [0.80, 0.37, -0.55], [0.77, -0.31, 0.30], [-1.29, -0.54, -1.50], [0.87, -0.91, -0.65], [3.07, 0.82, -1.09], [-2.99, -0.69, 1.08], [-0.25, -0.70, -0.52], [-0.92, 0.13, -0.76], [-0.25, -1.72, 1.60]]
}


{
  "formula": "C3H6NO3S",
  "method": "ωB97M-V/def2-TZVPD",
  "gap_ha": 0.284,
  "total_charge": -1,
  "de_lowest_kcal_mol": 46.7,
  "elements": ["C", "C", "C", "N", "O", "O", "O", "S", "H", "H", "H", "H", "H", "H"],
  "xyz": [[2.708, 0.308, -0.140], [-1.041, 0.157, 0.675], [0.261, -0.368, 0.118], [1.392, 0.517, 0.190], [3.485, 1.285, -0.246], [3.032, -0.919, -0.264], [-0.141, -0.167, -1.929], [0.483, -1.996, 0.319], [-1.628, -0.138, -0.197], [-0.962, 1.316, 0.926], [-1.446, -0.380, 1.538], [1.135, 1.447, 0.186], [-0.393, -1.097, -2.080], [2.201, -1.512, -0.109]],
  "forces_ev_per_angstrom": [[0.84, 2.85, -0.08], [0.29, 2.09, -0.39], [1.31, 1.56, -0.80], [-1.84, -1.85, 0.30], [-1.29, -1.87, 0.19], [1.05, -1.61, -0.37], [0.01, -0.37, 1.60], [0.08, -2.18, 0.24], [-0.81, 0.99, 0.24], [-0.56, -2.31, -0.87], [0.66, 0.05, -0.03], [-0.40, 2.19, -0.11], [0.25, 0.50, 0.16], [0.41, -0.03, -0.09]]
}


{
  "formula": "C3H6NO3Yb",
  "method": "ωB97M-V/def2-TZVPD",
  "gap_ha": 0.259,
  "total_charge": 1,
  "elements": ["C", "O", "C", "C", "O", "N", "O", "H", "H", "H", "H", "H", "H", "Yb"],
  "xyz": [[1.863, -0.522, 0.166], [1.567, 0.811, -0.184], [0.260, 1.217, 0.114], [-0.826, 0.588, -0.698], [-1.186, -0.835, -0.218], [-2.013, -0.720, 0.946], [-2.587, -1.710, 1.147], [1.292, -1.239, -0.430], [1.662, -0.703, 1.225], [2.919, -0.678, -0.026], [0.038, 1.064, 1.176], [0.232, 2.290, -0.070], [-0.427, 0.367, -1.706], [-2.792, 0.070, -1.442]],
  "forces_ev_per_angstrom": [[0.00, -0.09, 0.01], [0.14, 0.09, -0.20], [-0.03, 0.06, 0.19], [1.03, 0.55, 0.32], [0.38, -0.28, 0.08], [0.03, 0.07, 0.18], [0.07, -0.23, 0.13], [-0.01, -0.03, -0.02], [-0.03, -0.03, 0.10], [0.07, 0.01, 0.00], [-0.03, 0.01, 0.11], [-0.01, 0.06, -0.03], [0.36, -0.30, 0.06], [-1.99, 0.10, -0.94]]
}


{
  "formula": "C3H6NO4",
  "method": "ωB97M-V/def2-TZVPD",
  "gap_ha": 0.327,
  "total_charge": -1,
  "de_lowest_kcal_mol": 21.0,
  "elements": ["C", "N", "C", "C", "O", "O", "O", "H", "H", "H", "H", "H", "H", "O"],
  "xyz": [[1.184, -0.813, 1.555], [0.410, -0.330, 0.592], [-0.968, 0.077, 0.862], [-1.667, 0.649, -0.391], [-2.852, 0.948, -0.281], [-0.941, 0.730, -1.423], [0.845, -1.001, 2.718], [2.205, -1.007, 1.203], [0.883, -0.186, -0.288], [-0.916, 0.837, 1.638], [-1.484, -0.784, 1.285], [1.463, -0.027, -3.142], [0.429, 0.498, -2.035], [1.410, 0.410, -2.292]],
  "forces_ev_per_angstrom": [[-0.14, 0.14, 0.44], [0.19, -0.17, 0.13], [0.74, 0.00, -0.20], [0.56, -0.50, -0.23], [-0.45, 0.17, 0.25], [-0.46, 0.18, -0.09], [0.11, -0.14, 0.07], [0.23, -0.15, 0.00], [-0.52, 0.23, -0.39], [-0.31, 0.15, 0.13], [-0.29, 0.11, -0.11], [-0.17, -0.07, -0.04], [0.52, 0.05, -0.17], [-0.01, 0.02, 0.22]]
}


{
  "formula": "C3H6NO4",
  "method": "ωB97M-V/def2-TZVPD",
  "smiles": "[O-][C@]1(O)CCON1O",
  "gap_ha": 0.307,
  "total_charge": -1,
  "de_lowest_kcal_mol": 146.1,
  "elements": ["O", "C", "O", "C", "C", "O", "N", "O", "H", "H", "H", "H", "H", "H"],
  "xyz": [[1.560, -0.942, -0.947], [0.955, -0.573, 0.118], [1.138, -1.598, 1.129], [-0.627, -0.367, 0.183], [-0.882, 1.151, 0.141], [0.230, 1.666, 0.757], [1.429, 0.790, 0.603], [2.155, 1.259, -0.526], [1.975, -2.026, 0.973], [-1.092, -0.783, 1.141], [-1.050, -0.828, -0.827], [-1.128, 1.558, -0.799], [-1.807, 1.549, 0.723], [1.985, 0.495, -1.222]],
  "forces_ev_per_angstrom": [[-0.29, -0.09, -1.84], [-1.89, -1.29, 1.50], [-0.63, 0.61, 1.28], [-1.82, -0.64, -1.96], [-1.77, -1.17, 1.71], [2.16, 0.50, 0.62], [0.75, 1.10, -0.82], [-0.44, 0.48, 0.15], [0.54, 0.12, -0.50], [0.79, 0.22, -1.55], [0.62, 0.44, 2.37], [0.48, 0.37, -1.93], [1.30, -1.05, -0.25], [0.19, 0.40, 1.23]]
}


We obtain M values of 88.1, 120.2, 104.1, 104.1, 104.1, 135.1, 136.2, 277.1, 120.1, 120.1 Da for the records listed above, in that order.
We obtain total energy values of -8780.6872, -19626.0866, -10843.2273, -10835.1440, -10825.6279, -20125.7722, -21676.8976, -42357.6394, -12891.1577, -12885.7332 eV for the records listed above, in that order.